The following is a DFT calculation (ωB97M-V/def2-TZVPD) of C40H50Cl2N6O10S2SiV as an isolated structure at a distorted geometry.

As for the net charge: 0. The value obtained for the HOMO-LUMO gap (alpha / beta) is 6.90 / 7.51 eV. The spin multiplicity is 2. The value obtained for the strongest force on any atom is 6.1 eV/Å. The value obtained for the relative energy (zero: lowest compared OMol25 entry of this formula, charge and spin) is 1.175 eV. The calculation puts the HOMO energy (alpha / beta) at -0.2934 / -0.3008 Eh.

XYZ file:
```
112
C40H50Cl2N6O10S2SiV, DFT ωB97M-V/def2-TZVPD
V 0.95 -0.38 0.86
C -3.68 -1.76 -2.06
C -3.06 -1.63 -0.67
C -4.09 -1.04 0.30
C -2.55 -2.98 -0.17
O -1.91 -0.78 -0.72
Si -1.70 0.72 -1.30
S 0.37 1.08 -0.85
O -1.99 0.88 -2.88
C -1.30 0.85 -4.12
C -0.31 -0.31 -4.17
C -0.56 2.18 -4.29
C -2.37 0.68 -5.20
O -2.79 1.66 -0.54
C -3.44 2.88 -0.87
C -4.27 3.28 0.35
C -2.40 3.95 -1.19
C -4.38 2.66 -2.07
H -4.49 -2.49 -2.04
H -2.92 -2.09 -2.77
H -4.06 -0.80 -2.39
H -4.98 -1.66 0.33
H -4.36 -0.04 -0.01
H -3.67 -0.97 1.30
H -3.29 -3.47 0.47
H -1.65 -2.81 0.41
H -2.32 -3.64 -1.00
H 0.46 -0.17 -3.42
H 0.16 -0.36 -5.16
H -0.83 -1.24 -3.98
H 0.12 2.31 -3.44
H -1.27 3.00 -4.31
H 0.01 2.19 -5.21
H -2.90 -0.25 -5.04
H -1.92 0.67 -6.19
H -3.09 1.50 -5.15
H -3.61 3.43 1.21
H -4.98 2.49 0.60
H -4.81 4.20 0.16
H -1.73 4.06 -0.34
H -2.89 4.90 -1.40
H -1.82 3.63 -2.05
H -5.10 1.88 -1.84
H -3.80 2.35 -2.93
H -4.91 3.58 -2.29
C 7.97 1.95 0.08
C 6.62 2.07 0.72
C 6.44 1.81 2.07
C 5.18 1.90 2.65
C 4.10 2.25 1.87
C 4.26 2.53 0.52
C 5.52 2.44 -0.05
S 2.41 2.29 2.50
O 2.41 2.58 3.91
O 1.69 3.18 1.65
N 1.88 0.76 2.23
C 2.31 -0.27 2.96
C 2.95 -0.26 4.21
C 3.32 -1.47 4.77
C 3.04 -2.66 4.10
C 2.37 -2.59 2.89
N 2.03 -1.44 2.34
H 8.76 1.93 0.83
H 8.15 2.77 -0.61
H 8.03 1.02 -0.48
H 7.29 1.54 2.68
H 5.04 1.72 3.71
H 3.40 2.85 -0.04
H 5.65 2.65 -1.10
H 3.10 0.67 4.72
H 3.82 -1.49 5.73
H 3.32 -3.61 4.52
H 2.11 -3.49 2.35
Cl -1.30 -2.57 3.12
C -1.89 -0.97 3.34
C -2.85 -0.64 4.29
C -3.19 0.67 4.50
Cl -4.41 1.06 5.65
C -2.55 1.72 3.80
C -2.73 3.10 4.05
C -1.99 4.01 3.34
C -1.11 3.55 2.34
N -0.94 2.28 2.07
C -1.61 1.38 2.79
C -1.30 0.01 2.53
O -0.42 -0.28 1.65
H -3.32 -1.43 4.87
H -3.42 3.42 4.81
H -2.09 5.07 3.53
H -0.50 4.23 1.76
N 4.06 -0.88 0.46
N 2.89 -0.20 -0.04
H 4.83 -0.77 -0.21
H 3.84 -1.87 0.51
H 2.67 -0.47 -1.02
H 3.11 0.80 -0.04
O 1.93 -1.53 -2.15
C 1.17 -2.22 -1.46
O 0.78 -1.93 -0.29
C 0.70 -3.54 -2.01
C 0.81 -3.77 -3.38
C 0.42 -4.98 -3.93
C -0.07 -5.98 -3.11
C -0.14 -5.76 -1.74
C 0.23 -4.54 -1.18
N -0.59 -6.81 -0.87
O -0.60 -6.60 0.33
O -0.94 -7.86 -1.38
H 1.22 -2.98 -4.00
H 0.50 -5.15 -4.99
H -0.37 -6.94 -3.50
H 0.16 -4.39 -0.11
```

---

The following is a DFT calculation (ωB97M-V/def2-TZVPD) of C40H50Cl3N5OP2SSbSiV as an isolated structure.

As for the net charge: +2. The value obtained for the HOMO-LUMO gap (alpha / beta) is 7.34 / 7.35 eV. The value obtained for the strongest force on any atom is 1.0 eV/Å. The value obtained for the relative energy (zero: lowest compared OMol25 entry of this formula, charge and spin) is 0.501 eV. The calculation puts the HOMO energy (alpha / beta) at -0.4815 / -0.4819 Eh.

XYZ file:
```
105
C40H50Cl3N5OP2SSbSiV, DFT ωB97M-V/def2-TZVPD
V -0.21 -0.51 -0.64
C -3.40 -1.07 1.17
P -2.48 -1.40 -0.36
C -3.27 -0.11 -1.45
N -4.38 0.43 -1.03
C -4.82 1.56 -1.64
C -6.04 2.15 -1.22
C -6.43 3.33 -1.77
C -5.63 3.98 -2.74
C -4.46 3.43 -3.17
C -4.04 2.19 -2.63
N -2.90 1.61 -3.08
C -2.53 0.48 -2.54
P -1.03 -0.44 -3.11
C -1.88 -1.75 -4.06
C -0.22 0.58 -4.45
C 0.96 -0.24 -4.98
C -1.17 0.89 -5.61
C 0.30 1.89 -3.83
C -3.02 -3.14 -0.81
C -3.24 -3.94 0.48
C -4.37 -3.08 -1.55
C -1.91 -3.86 -1.62
H -4.43 -1.38 1.04
H -3.38 0.00 1.38
H -2.94 -1.61 1.99
H -6.63 1.64 -0.47
H -7.36 3.79 -1.46
H -5.95 4.93 -3.15
H -3.84 3.90 -3.92
H -2.40 -1.28 -4.89
H -2.60 -2.25 -3.43
H -1.18 -2.49 -4.43
H 1.49 0.35 -5.73
H 0.63 -1.16 -5.47
H 1.67 -0.51 -4.20
H -1.27 0.03 -6.28
H -0.73 1.70 -6.20
H -2.15 1.21 -5.29
H -0.53 2.53 -3.51
H 0.88 2.43 -4.58
H 0.94 1.71 -2.97
H -4.13 -3.61 1.03
H -2.38 -3.91 1.15
H -3.40 -4.98 0.20
H -5.10 -2.49 -0.99
H -4.76 -4.09 -1.66
H -4.30 -2.63 -2.55
H -1.16 -3.19 -2.03
H -2.34 -4.43 -2.44
H -1.38 -4.56 -0.97
C 5.32 -0.84 -2.72
N 3.99 -0.55 -2.20
C 3.61 0.69 -1.53
C 2.18 0.37 -1.20
O 1.34 1.04 -0.59
N 1.83 -0.85 -1.65
C 2.95 -1.38 -2.21
N 2.99 -2.58 -2.75
H 5.87 0.09 -2.80
H 5.25 -1.29 -3.71
H 5.86 -1.51 -2.05
H 3.68 1.56 -2.19
H 4.19 0.88 -0.63
H 3.86 -2.98 -3.07
H 2.22 -3.21 -2.57
Cl -0.25 -2.85 2.45
Si 0.80 -2.18 0.78
Cl -0.67 0.50 1.31
Cl 1.58 -3.92 -0.08
S 2.65 -1.35 1.67
Sb 1.93 0.30 3.21
C 3.65 0.24 4.41
C 4.15 1.43 4.94
C 5.28 1.40 5.74
C 5.90 0.19 6.03
C 5.39 -1.00 5.51
C 4.27 -0.97 4.69
C 0.42 -0.19 4.54
C -0.71 0.60 4.72
C -1.58 0.31 5.75
C -1.33 -0.77 6.59
C -0.21 -1.56 6.40
C 0.68 -1.27 5.38
C 2.07 2.23 2.44
C 3.31 2.56 1.90
C 3.54 3.84 1.44
C 2.53 4.80 1.53
C 1.30 4.47 2.08
C 1.06 3.18 2.54
H 3.67 2.38 4.74
H 5.69 2.32 6.14
H 6.77 0.16 6.66
H 5.88 -1.94 5.73
H 3.90 -1.90 4.28
H -0.93 1.42 4.05
H -2.45 0.93 5.91
H -2.02 -0.99 7.40
H -0.02 -2.41 7.05
H 1.56 -1.89 5.25
H 4.11 1.82 1.86
H 4.50 4.11 1.02
H 2.71 5.80 1.17
H 0.53 5.22 2.16
H 0.10 2.94 2.95
```